{"formula": "C8H15N2S", "method": "ωB97M-V/def2-TZVPD", "total_charge": 1, "gap_ev": 8.53, "de_lowest_kcal_mol": 75.9, "homo_ha": -0.4200, "symbols": ["C", "C", "C", "C", "C", "C", "C", "C", "N", "N", "S", "H", "H", "H", "H", "H", "H", "H", "H", "H", "H", "H", "H", "H", "H", "H"], "positions_angstrom": [[1.315, 0.343, 0.009], [1.350, -1.010, -0.160], [0.161, 1.350, -0.243], [0.336, -2.091, -0.357], [-1.140, 0.875, 0.461], [-1.076, -1.768, 0.146], [3.483, 1.731, -0.128], [-3.162, -0.290, 0.168], [2.752, 0.526, 0.311], [-1.691, -0.380, -0.100], [3.030, -1.124, 0.210], [0.415, 2.397, 0.138], [-0.061, 1.411, -1.357], [0.297, -2.300, -1.404], [0.709, -3.003, 0.237], [-1.012, 0.673, 1.592], [-1.845, 1.737, 0.345], [-1.822, -2.506, -0.327], [-1.075, -1.926, 1.218], [4.057, 1.636, -1.139], [2.903, 2.649, -0.088], [4.363, 1.943, 0.586], [-3.228, 0.212, 1.251], [-3.728, 0.273, -0.623], [-3.644, -1.192, 0.296], [-1.689, -0.170, -1.039]]}

***

{"formula": "C36H42NO2Si", "method": "ωB97M-V/def2-TZVPD", "total_charge": 1, "gap_ev": 8.69, "de_lowest_kcal_mol": 0.0, "smiles": "CO[C@@H](c1ccccc1)[C@@H](/C=[N+]1\\CCC[C@H]1C(O[Si](C)(C)C)(c1ccccc1)c1ccccc1)c1ccccc1", "homo_ha": -0.4325, "symbols": ["C", "O", "C", "C", "C", "C", "C", "C", "C", "H", "H", "H", "H", "H", "H", "H", "H", "H", "C", "Si", "C", "C", "O", "C", "C", "C", "C", "C", "C", "C", "C", "C", "C", "C", "C", "C", "C", "C", "C", "C", "N", "C", "C", "C", "C", "C", "C", "C", "C", "H", "H", "H", "H", "H", "H", "H", "H", "H", "H", "H", "H", "H", "H", "H", "H", "H", "H", "H", "H", "H", "H", "H", "H", "H", "H", "H", "H", "H", "H", "H", "H", "H"], "positions_angstrom": [[2.589, 2.728, 0.376], [1.654, 1.895, -0.309], [1.208, 2.353, -1.578], [2.392, 2.600, -2.566], [2.426, 3.701, -3.444], [3.502, 3.867, -4.329], [4.567, 2.959, -4.328], [4.540, 1.874, -3.445], [3.484, 1.725, -2.543], [3.056, 2.064, 1.104], [3.360, 3.143, -0.289], [2.084, 3.559, 0.891], [0.743, 3.334, -1.403], [1.633, 4.455, -3.425], [3.512, 4.714, -5.025], [5.416, 3.089, -5.004], [5.342, 1.133, -3.437], [3.514, 0.958, -1.766], [-2.563, -4.515, 2.452], [-1.134, -3.617, 3.230], [-1.671, -2.515, 4.628], [0.230, -4.780, 3.731], [-0.457, -2.688, 2.029], [-0.509, -1.467, 1.298], [-1.991, -1.093, 1.129], [-2.632, -0.383, 2.148], [-4.004, -0.121, 2.075], [-4.745, -0.579, 0.984], [-4.114, -1.326, -0.011], [-2.755, -1.645, 0.094], [0.346, -0.424, 2.044], [1.452, -0.867, 2.781], [2.150, 0.017, 3.605], [1.741, 1.349, 3.708], [0.692, 1.810, 2.912], [0.013, 0.929, 2.067], [0.187, -1.845, -0.036], [1.558, -2.541, 0.078], [2.089, -2.477, -1.342], [1.447, -1.239, -1.984], [0.455, -0.781, -0.988], [-0.132, 0.377, -1.032], [0.191, 1.377, -2.085], [-1.100, 2.036, -2.606], [-1.025, 3.267, -3.257], [-2.166, 3.832, -3.837], [-3.391, 3.149, -3.772], [-3.463, 1.909, -3.131], [-2.323, 1.356, -2.549], [-3.006, -5.225, 3.165], [-3.343, -3.816, 2.125], [-2.224, -5.076, 1.571], [-1.824, -3.117, 5.536], [-0.913, -1.750, 4.844], [-2.615, -2.004, 4.392], [-0.120, -5.491, 4.492], [0.587, -5.357, 2.867], [1.086, -4.232, 4.145], [-2.061, -0.040, 3.015], [-4.475, 0.445, 2.879], [-5.813, -0.369, 0.920], [-4.672, -1.683, -0.878], [-2.307, -2.342, -0.617], [1.736, -1.923, 2.746], [3.014, -0.353, 4.159], [2.254, 2.033, 4.386], [0.387, 2.856, 2.933], [-0.807, 1.306, 1.454], [-0.454, -2.585, -0.551], [2.197, -1.980, 0.771], [1.437, -3.553, 0.479], [3.180, -2.411, -1.375], [1.770, -3.360, -1.905], [2.191, -0.461, -2.199], [0.938, -1.490, -2.935], [-0.926, 0.594, -0.311], [0.591, 0.823, -2.960], [-0.059, 3.773, -3.287], [-2.080, 4.800, -4.336], [-4.272, 3.578, -4.246], [-4.406, 1.357, -3.090], [-2.385, 0.396, -2.034]]}

***

{"formula": "C3H5NOS2", "method": "ωB97M-V/def2-TZVPD", "gap_ev": 8.35, "de_lowest_kcal_mol": 64.8, "homo_ha": -0.3165, "symbols": ["C", "C", "C", "N", "O", "S", "S", "H", "H", "H", "H", "H"], "positions_angstrom": [[0.532, -0.533, 0.931], [-0.611, -1.143, 0.834], [0.756, 0.747, 0.279], [1.010, 0.699, -1.066], [-1.775, -0.585, -1.577], [-1.495, 1.455, 0.575], [-2.045, -0.406, -0.158], [1.355, -0.958, 1.629], [-0.653, -2.173, 0.937], [1.323, 1.474, 0.811], [0.721, -0.081, -1.564], [0.883, 1.504, -1.631]]}

***

{"formula": "C5H13N3O", "method": "ωB97M-V/def2-TZVPD", "gap_ev": 8.81, "de_lowest_kcal_mol": 96.4, "homo_ha": -0.2941, "symbols": ["C", "C", "N", "H", "H", "H", "H", "H", "H", "H", "C", "C", "C", "N", "N", "O", "H", "H", "H", "H", "H", "H"], "positions_angstrom": [[1.148, 0.687, -0.154], [1.402, -0.446, -2.108], [1.970, 0.423, 0.848], [2.806, 0.942, 1.087], [1.622, -0.196, 1.584], [1.172, 1.689, -0.584], [2.023, 0.413, -1.597], [0.449, -0.038, -2.418], [1.414, -1.344, -1.507], [1.911, -0.727, -3.036], [-1.161, -1.559, 0.340], [-1.376, 1.005, 0.829], [-0.851, -0.370, 1.204], [-2.246, 1.062, -0.216], [-0.259, -0.544, 2.318], [-1.146, 1.975, 1.532], [-2.569, 1.974, -0.497], [-2.307, 0.314, -0.881], [-0.276, 0.326, 2.860], [-0.876, -1.385, -0.696], [-0.621, -2.422, 0.722], [-2.230, -1.779, 0.370]]}